[1]
The following is a quantum chemistry calculation of a 2-piece molecular cluster, C5H11O2 overall at a distorted geometry, from OMol25.

orbital gap = 6.964 eV
relative energy (zero: lowest compared OMol25 entry of this formula, charge and spin) = 52.3 kcal/mol
E_HOMO = -3.364 eV
charge = -1

Geometry as XYZ:
```
18
C5H11O2 ωB97M-V with the def2-TZVPD basis set
C 0.92962 2.13663 -0.57484
C 2.25002 2.40275 -1.35731
H 0.41434 3.19672 -0.25220
H 0.21210 1.50397 -1.19458
H 0.86759 1.65954 0.29654
H 2.62147 1.51661 -1.91708
H 2.99998 3.01428 -0.90066
H 2.19360 3.09902 -2.28100
C -0.43522 -0.74318 -0.39630
C -0.82469 -1.86180 -1.26027
C -0.75529 -0.89602 1.10673
O -1.80799 -1.11787 1.57232
O 0.15970 -0.54015 1.81169
H 0.61010 -0.60477 -0.50763
H -0.85483 0.26729 -0.80125
H -1.86046 -1.98187 -1.42924
H -0.57482 -2.82810 -0.87893
H -0.42935 -1.80877 -2.31410
```

Results of the natural (NBO) charge analysis, in e, for atoms 1 through 8: -0.603 -0.623 0.171 0.214 0.241 0.205 0.201 0.184

=====

[2]
The following is a quantum chemistry calculation of a 2-piece molecular cluster, C5H11O2 overall at a distorted geometry, from OMol25.

orbital gap (spin up / spin down) = 11.837 / 7.277 eV
relative energy (zero: lowest compared OMol25 entry of this formula, charge and spin) = 12.4 kcal/mol
E_HOMO (spin up / spin down) = -10.931 / -10.911 eV
multiplicity = 2

Geometry as XYZ:
```
18
C5H11O2 ωB97M-V with the def2-TZVPD basis set
C -0.43867 -0.07762 -1.06838
C -1.70146 -0.17690 -0.20685
C -2.25684 -1.60078 -0.24014
C -1.41998 0.22867 1.25053
H -0.07676 0.95171 -1.09598
H 0.38839 -0.64853 -0.64309
H -0.64394 -0.41050 -2.08664
H -2.44729 0.55277 -0.53936
H -2.90564 -1.84370 0.59774
H -1.41409 -2.30151 -0.25612
H -2.77982 -1.79093 -1.18361
H -0.87086 1.16835 1.27208
H -2.37110 0.37084 1.77247
H -0.86910 -0.53092 1.81009
O 2.49637 0.37500 -0.97043
C 2.33851 0.93425 0.08935
O 1.69422 0.52218 1.11668
H 2.84160 1.91127 0.25199
```

Results of the natural (NBO) charge analysis, in e, for atoms 1 through 8: -0.597 -0.221 -0.608 -0.599 0.196 0.207 0.212 0.191

=====

[3]
The following is a quantum chemistry calculation of a 2-piece molecular cluster, C5H11O2S overall at a distorted geometry, from OMol25.

orbital gap = 6.643 eV
relative energy (zero: lowest compared OMol25 entry of this formula, charge and spin) = 57.1 kcal/mol
E_HOMO = -3.586 eV
charge = -1

Geometry as XYZ:
```
19
C5H11O2S ωB97M-V with the def2-TZVPD basis set
C -1.67469 -0.51647 1.34364
C -1.27360 -3.53127 0.90966
S -2.37047 -1.99480 0.52164
H -0.67399 -0.17121 1.15989
H -2.44969 0.44377 0.90419
H -1.79623 -0.55227 2.38170
H -0.18218 -3.37984 1.08394
H -1.52940 -4.19508 -0.13058
H -1.57161 -4.04115 1.83722
C 0.92240 1.79953 -0.65618
C 1.38708 2.50095 -1.96376
C 1.84584 0.68809 -0.01621
O 1.94867 -0.46293 -0.43628
O 2.56430 1.08191 0.96209
H 0.72840 2.70705 0.03066
H -0.06716 1.33305 -0.90556
H 2.03022 1.94277 -2.65471
H 1.69234 3.52360 -1.77922
H 0.46978 2.82431 -2.59213
```

Results of the natural (NBO) charge analysis, in e, for atoms 1 through 8: -0.716 -0.722 0.125 0.250 0.206 0.194 0.242 0.222